(1)
ORCA calculation (ωB97M-V/def2-TZVPD) on C23H52P4STl as an isolated structure at a distorted geometry.

Geometry as ORCA input:
```
! RIJCOSX wB97M-V def2-TZVPD def2/J DEFGRID3
* xyz 3 1
Tl 0.285 -0.699 -1.121
P -0.729 1.791 1.380
P -2.610 -0.768 -0.828
P 2.647 1.004 -0.323
H 0.045 -2.401 -8.400
C 1.090 -2.624 -8.159
C 1.414 -3.785 -7.576
H 0.631 -4.512 -7.336
C -1.199 3.330 0.470
C -2.214 1.730 2.468
C 0.376 2.568 2.633
C -2.672 -2.219 -1.955
C -3.879 -1.182 0.433
C -3.381 0.554 -1.852
C 3.834 0.254 -1.512
C 3.749 1.165 1.132
C 2.595 2.759 -0.888
H 1.833 -1.900 -8.524
H 2.451 -4.103 -7.405
H -1.460 4.110 1.199
H -2.061 3.136 -0.183
H -0.360 3.669 -0.151
H -2.292 2.700 2.980
H -2.118 0.934 3.219
H -3.119 1.551 1.877
H -0.202 3.361 3.127
H 1.273 2.999 2.174
H 0.685 1.832 3.388
H -3.703 -2.581 -2.072
H -2.058 -3.023 -1.521
H -2.249 -1.976 -2.943
H -4.878 -0.818 0.153
H -3.584 -0.709 1.381
H -3.935 -2.268 0.605
H -4.335 0.195 -2.264
H -2.704 0.829 -2.676
H -3.559 1.457 -1.250
H 4.773 0.825 -1.517
H 3.420 0.205 -2.529
H 4.039 -0.783 -1.208
H 4.639 1.747 0.850
H 4.070 0.180 1.499
H 3.222 1.679 1.947
H 3.619 3.080 -1.136
H 2.183 3.424 -0.113
H 1.958 2.842 -1.780
C 1.095 -1.951 -3.775
C 1.012 -0.569 -4.111
C 0.287 -0.171 -5.244
C -0.289 -1.126 -6.089
C -0.334 -2.467 -5.690
C 0.336 -2.871 -4.551
S 1.968 -2.473 -2.416
H -0.117 1.077 -1.614
H 1.474 0.171 -3.457
H 0.209 0.887 -5.470
H -0.640 -0.833 -7.075
H -0.768 -3.215 -6.361
H 0.332 -3.923 -4.263
C 3.401 -2.576 2.091
C 2.013 -3.180 2.223
P 0.668 -1.948 1.936
C -0.718 -3.147 1.702
C -0.810 -4.293 2.699
C 0.388 -1.317 3.652
C 1.612 -0.746 4.364
H 3.543 -2.069 1.127
H 4.147 -3.374 2.179
H 3.575 -1.859 2.903
H 1.871 -4.003 1.505
H 1.885 -3.610 3.226
H -1.668 -2.596 1.634
H -0.513 -3.573 0.707
H -1.077 -3.986 3.718
H -1.580 -4.989 2.354
H 0.130 -4.849 2.748
H -0.068 -2.127 4.237
H -0.376 -0.529 3.557
H 2.314 -1.519 4.699
H 2.156 -0.042 3.723
H 1.283 -0.198 5.257
*
```

Properties
- HOMO-LUMO gap (alpha / beta) (eV) = 4.286 / 4.016
- energy relative to the best compared isomer or geometry (same formula, charge and spin) (kcal per mole) = 0.0
- HOMO energy (alpha / beta) (eV) = -16.23 / -16.42

Charges obtained by Mulliken population analysis, quoted in units of e: 0.70 0.81 0.83 0.78 0.39 -0.54 -0.49 0.30 -1.22 -1.47 -1.16 -1.21 -1.43 -1.21 -1.11 -1.07 -1.26 0.28 0.29 0.47 0.29 0.28 0.52 0.41 0.41 0.54 0.31 0.21 0.50 0.36 0.25 0.45 0.30 0.49 0.49 0.26 0.35 0.50 0.33 0.26 0.52 0.28 0.24 0.50 0.35 0.30 0.67 0.17 -1.22 -0.74 -0.74 -0.62 -0.10 -0.01 0.45 0.52 0.57 0.85 0.49 -0.98 -1.18 1.08 -0.12 -1.42 -0.07 -1.50 -0.02 0.44 0.31 0.55 0.55 -0.04 0.29 0.35 0.45 0.29 0.47 -0.20 0.42 0.27 0.41

---

(2)
ORCA calculation (ωB97M-V/def2-TZVPD) on C23H53Br3F6NNaO26S9 as an isolated structure at a distorted geometry.

Geometry as ORCA input:
```
! RIJCOSX wB97M-V def2-TZVPD def2/J DEFGRID3
* xyz 1 2
Na 23.054 -10.091 -8.024
C 19.903 -8.549 -8.508
F 20.565 -7.519 -9.085
F 20.560 -8.889 -7.394
F 18.595 -8.175 -8.187
S 19.822 -10.079 -9.693
O 18.752 -10.965 -9.182
O 19.621 -9.448 -10.968
N 21.393 -10.819 -9.440
S 21.430 -11.632 -10.739
O 20.207 -12.393 -11.070
O 22.115 -10.967 -11.902
C 22.725 -13.098 -10.317
F 23.319 -13.566 -11.442
F 23.663 -12.512 -9.516
F 22.041 -14.122 -9.746
O 23.937 -7.950 -9.282
S 24.660 -6.948 -10.053
O 26.068 -7.185 -10.291
O 23.807 -6.664 -11.420
C 22.426 -6.884 -11.421
C 21.992 -6.029 -12.575
C 24.498 -5.358 -9.120
H 22.034 -6.545 -10.462
H 22.066 -7.909 -11.505
H 22.185 -4.970 -12.402
H 20.923 -6.174 -12.731
H 22.465 -6.364 -13.498
H 24.104 -4.673 -9.870
H 25.518 -5.014 -8.953
H 23.824 -5.558 -8.286
O 18.368 -5.839 -13.490
S 17.665 -5.027 -12.492
O 17.101 -3.715 -12.844
O 16.417 -5.963 -11.858
C 16.694 -7.289 -11.497
C 15.511 -7.867 -10.906
C 18.787 -4.834 -10.978
H 17.568 -7.337 -10.848
H 16.900 -7.827 -12.422
H 15.152 -7.319 -10.035
H 15.670 -8.910 -10.630
H 14.598 -7.857 -11.501
H 19.532 -4.038 -10.996
H 19.209 -5.810 -10.736
H 18.083 -4.585 -10.185
O 21.788 -12.331 -3.950
S 21.560 -11.702 -5.259
O 22.056 -10.407 -5.629
O 21.866 -12.898 -6.426
C 21.731 -14.288 -6.136
C 22.956 -15.006 -6.679
C 19.773 -11.482 -5.368
H 20.757 -14.686 -6.419
H 21.804 -14.434 -5.058
H 23.316 -14.667 -7.650
H 22.805 -16.085 -6.690
H 23.775 -14.806 -5.989
H 19.453 -11.833 -6.349
H 19.641 -10.423 -5.147
H 19.241 -12.100 -4.645
O 26.932 -16.502 -12.694
S 25.461 -16.661 -12.970
O 24.973 -17.761 -13.861
O 24.580 -16.550 -11.572
C 23.294 -17.100 -11.528
C 22.980 -17.216 -10.056
C 24.833 -15.134 -13.883
H 23.206 -18.073 -12.012
H 22.601 -16.480 -12.096
H 23.619 -17.984 -9.621
H 21.999 -17.635 -9.833
H 23.210 -16.306 -9.500
H 24.505 -15.360 -14.898
H 25.579 -14.340 -13.913
H 23.907 -14.870 -13.374
O 17.590 -10.600 -15.992
S 18.197 -9.622 -15.069
O 18.234 -8.178 -15.278
O 17.644 -9.979 -13.542
C 17.013 -11.227 -13.385
C 16.676 -11.456 -11.905
C 20.049 -10.219 -14.808
H 17.641 -12.021 -13.790
H 16.084 -11.212 -13.955
H 16.054 -10.599 -11.647
H 17.579 -11.345 -11.305
H 16.076 -12.321 -11.622
H 20.698 -9.648 -15.471
H 20.169 -11.300 -14.878
H 20.296 -9.945 -13.782
O 15.867 -3.869 -3.146
S 17.181 -3.571 -3.797
O 18.378 -3.687 -3.001
O 17.460 -4.632 -5.008
C 16.654 -4.661 -6.096
C 16.965 -5.817 -7.003
C 17.021 -1.940 -4.703
H 16.667 -3.686 -6.582
H 15.672 -4.796 -5.644
H 16.259 -5.941 -7.824
H 16.903 -6.745 -6.434
H 17.968 -5.786 -7.427
H 17.695 -2.042 -5.553
H 17.325 -1.019 -4.206
H 15.972 -1.950 -4.999
C 23.866 -11.031 -15.880
Br 25.406 -9.888 -16.213
Br 23.957 -11.726 -14.087
Br 23.785 -12.436 -17.225
H 22.999 -10.371 -15.902
C 16.417 -14.627 -8.609
C 17.804 -14.205 -9.131
O 18.624 -14.842 -8.147
S 17.952 -15.210 -6.695
O 17.833 -14.073 -5.786
O 18.437 -16.439 -6.143
O 16.537 -15.479 -7.441
H 15.856 -15.167 -9.373
H 15.797 -13.752 -8.418
H 17.935 -13.128 -9.228
H 18.070 -14.553 -10.129
*
```

Properties
- HOMO-LUMO gap (alpha / beta) (eV) = 8.488 / 2.924
- HOMO energy (alpha / beta) (eV) = -12.56 / -12.56

These are the Mulliken partial charges, in e, on atoms 1 to 99: 0.85 0.03 -0.10 -0.05 -0.06 0.54 -0.82 -0.06 0.16 0.55 -0.53 -0.33 0.19 -0.18 -0.19 -0.07 -0.49 1.11 -0.60 -0.45 0.88 -1.30 -0.99 0.10 -0.14 0.35 0.26 0.35 0.35 0.40 0.31 -0.49 1.08 -0.63 -0.49 1.59 -1.62 -0.43 -0.38 -0.12 0.38 0.18 0.41 0.49 -0.27 0.30 -0.64 1.20 -0.59 -0.08 0.30 -1.28 -0.76 -0.31 0.52 0.09 0.42 0.38 -0.07 0.45 0.43 -0.59 1.12 -0.62 -0.26 -0.21 -1.15 -0.62 0.46 0.26 0.42 0.43 0.07 0.40 0.35 -0.06 -0.61 1.10 -0.54 -0.19 -0.48 -0.67 -0.98 0.42 0.37 0.06 0.09 0.45 0.45 0.37 0.19 -0.61 1.12 -0.60 -0.26 -0.39 -0.94 -0.90 0.38

---

Number 1: energy -2842.47247 a.u., molecular weight 689.015 g/mol. Number 2: energy -14985.72760 a.u., molecular weight 1424.951 g/mol.